{
  "formula": "C27H36N4O4S",
  "method": "the ωB97M-V functional and the def2-TZVPD basis",
  "elements": ["C", "C", "O", "C", "C", "C", "C", "C", "O", "S", "O", "O", "H", "H", "H", "H", "H", "H", "H", "H", "H", "H", "H", "H", "H", "H", "H", "H", "N", "C", "C", "C", "C", "C", "H", "H", "H", "H", "H", "N", "C", "C", "C", "C", "C", "H", "H", "H", "H", "H", "N", "C", "C", "C", "C", "C", "H", "H", "H", "H", "H", "N", "C", "C", "C", "C", "C", "H", "H", "H", "H", "H"],
  "xyz": [[1.813, -0.953, -1.043], [0.374, -1.325, -1.403], [-0.551, -0.409, -0.835], [-1.519, -0.979, 0.034], [-0.919, -1.666, 1.270], [-1.405, -3.085, 1.581], [-1.293, -4.106, 0.447], [0.112, -4.686, 0.300], [0.067, -6.072, 0.708], [1.515, -6.780, 0.794], [1.911, -7.138, -0.545], [0.870, -8.108, 1.476], [1.821, 0.057, -0.634], [2.237, -1.624, -0.294], [2.463, -0.965, -1.918], [0.243, -1.307, -2.489], [0.147, -2.343, -1.077], [-2.174, -1.658, -0.527], [-2.133, -0.132, 0.338], [-1.134, -1.052, 2.145], [0.171, -1.649, 1.197], [-2.431, -3.054, 1.956], [-0.800, -3.454, 2.416], [-1.603, -3.676, -0.506], [-1.972, -4.939, 0.634], [0.480, -4.635, -0.727], [0.823, -4.161, 0.947], [1.439, -8.377, 2.208], [0.199, 2.150, -4.480], [0.051, 2.390, -5.781], [-0.706, 1.593, -6.627], [-1.335, 0.478, -6.097], [-1.184, 0.212, -4.746], [-0.412, 1.076, -3.980], [0.556, 3.269, -6.164], [-0.805, 1.848, -7.674], [-1.940, -0.165, -6.724], [-1.661, -0.642, -4.283], [-0.291, 0.904, -2.917], [1.113, -0.744, 3.889], [0.715, -0.966, 5.140], [1.571, -0.947, 6.233], [2.914, -0.682, 6.016], [3.341, -0.452, 4.718], [2.407, -0.496, 3.695], [-0.342, -1.165, 5.277], [1.187, -1.128, 7.227], [3.610, -0.635, 6.843], [4.375, -0.219, 4.503], [2.709, -0.308, 2.669], [3.721, 3.198, 6.179], [2.788, 2.928, 5.269], [2.557, 3.713, 4.148], [3.333, 4.846, 3.964], [4.305, 5.142, 4.907], [4.459, 4.290, 5.990], [2.196, 2.036, 5.441], [1.788, 3.435, 3.440], [3.184, 5.485, 3.104], [4.935, 6.016, 4.808], [5.213, 4.493, 6.743], [-6.343, 3.877, -5.372], [-5.452, 4.611, -4.709], [-4.128, 4.237, -4.531], [-3.702, 3.034, -5.071], [-4.619, 2.260, -5.763], [-5.921, 2.724, -5.885], [-5.817, 5.546, -4.299], [-3.450, 4.876, -3.982], [-2.678, 2.706, -4.952], [-4.334, 1.312, -6.200], [-6.662, 2.140, -6.421]],
  "homo_lumo_gap_ev": 10.0348
}